Entry 1:
A molecular structure, C18H22N2O5 at a distorted geometry, computed with ωB97M-V/def2-TZVPD.

CARTESIAN COORDINATES (ANGSTROEM)
C1 -1.3424 -1.5705 2.6806
C2 -0.2555 -0.9656 3.3984
O1 1.0709 -0.8593 2.6618
C3 1.0509 -0.1099 1.5952
C4 1.8664 -0.4675 0.6838
C5 2.2002 0.0279 -0.3665
C6 1.3980 1.0382 -0.6416
C7 0.5469 1.7290 -0.0183
C8 0.3741 1.1487 1.2884
O2 -0.6143 1.5697 2.1643
C9 -0.0143 2.8983 2.7051
C10 1.1382 3.0111 3.5464
H1 0.7351 2.2586 4.3184
H2 1.9843 2.5124 2.9337
H3 1.1980 3.9755 3.8596
H4 -0.1067 3.5161 1.9774
H5 -1.2485 3.1175 3.2968
O3 -0.2270 2.6748 -0.2783
C11 -1.5016 2.5142 -0.6304
C12 -1.8684 1.5722 -1.6124
H6 -1.5569 2.2057 -2.6219
H7 -2.8841 1.4831 -1.6078
H8 -1.3609 0.6234 -1.5710
H9 -1.9227 3.4243 -0.4784
H10 -1.8585 2.2828 0.2569
H11 1.6371 1.5607 -1.8623
C13 3.1179 -0.4970 -1.3825
O4 4.6425 -0.2745 -1.4308
N1 2.7394 -1.3117 -2.2572
N2 1.4162 -1.6465 -2.3717
C14 1.0553 -2.2562 -3.3645
C15 -0.4794 -2.4985 -3.3155
C16 -1.1389 -3.3317 -4.2352
O5 -2.5779 -3.3845 -3.8067
C17 -2.6255 -2.8021 -2.5908
C18 -1.1744 -2.3644 -2.2737
H12 -1.1523 -1.6707 -1.4443
H13 -3.4885 -3.0399 -2.0198
H14 -0.8543 -3.7226 -5.1453
H15 1.6927 -2.6990 -4.0157
H16 3.3089 -1.8227 -3.0693
H17 2.7499 -1.5475 1.3028
H18 -0.0185 -1.5105 4.4615
H19 -0.6631 0.1008 3.9924
H20 -1.5535 -0.6623 1.9129
H21 -2.3000 -1.7365 3.1723
H22 -1.1344 -2.4935 2.2032

Calculated values
HOMO-LUMO gap ... 8.70 eV
Energy above the lowest of the compared OMol25 structures with the same formula, charge and spin ... 490.7 kcal/mol
Lowest unoccupied orbital energy ... 0.010 hartree
Largest force on an atom ... 0.304 Eh/bohr

Entry 2:
A molecular structure, C18H22N2O5S at a distorted geometry, computed with ωB97M-V/def2-TZVPD.

CARTESIAN COORDINATES (ANGSTROEM)
C1 4.4813 3.8502 2.4796
H1 5.2995 3.9262 3.0934
O1 5.0105 3.1440 1.3511
C2 4.1862 2.8846 0.2246
C3 4.8045 2.3142 -1.1186
C4 4.0174 2.1174 -2.0387
C5 2.5850 2.3584 -1.9760
C6 2.1430 2.5742 -0.7897
C7 2.9457 3.0041 0.2918
H2 2.3163 3.4286 1.1503
H3 1.0950 2.7725 -0.4947
O2 2.1203 1.6695 -2.9829
C8 0.5345 1.8382 -3.2548
C9 -0.2243 1.0317 -1.9584
O3 -1.2520 1.2526 -1.7180
N1 0.4424 0.0598 -1.6992
C10 -0.0436 -0.9701 -0.8658
C11 -1.2997 -1.2166 -0.5373
C12 -1.6430 -2.3436 0.5697
C13 -0.6961 -2.7558 1.3381
C14 0.7440 -2.6258 0.9344
C15 1.0902 -1.5115 0.1296
H4 2.1036 -1.4596 -0.0534
H5 1.4062 -2.9262 1.6547
C16 -0.8297 -4.0331 2.4246
H6 -0.9626 -3.3724 3.3553
H7 -2.1019 -4.1411 2.0944
H8 -0.2795 -4.7315 2.4888
S1 -3.4299 -2.2124 0.6524
O4 -4.0853 -2.1688 -0.6437
O5 -3.7275 -3.5785 1.5140
N2 -3.7821 -1.0918 1.4820
C17 -3.8664 0.2372 0.9125
H9 -2.8561 0.6983 0.6593
H10 -4.2380 0.1125 -0.2001
H11 -4.4749 0.9124 1.5939
C18 -3.2507 -1.1550 2.8372
H12 -3.5070 -1.8110 3.3942
H13 -3.8922 -0.3252 3.5601
H14 -2.1824 -0.5501 3.0417
H15 -2.2129 -0.7640 -1.1044
H16 1.4290 0.0949 -1.9122
H17 0.3342 3.0413 -2.9367
H18 0.2285 1.6953 -4.1894
H19 4.6142 1.6194 -2.8555
H20 5.7444 2.2349 -0.9803
H21 3.7757 3.1100 2.8734
H22 3.8470 4.7303 2.1576

Calculated values
HOMO-LUMO gap ... 8.57 eV
Energy above the lowest of the compared OMol25 structures with the same formula, charge and spin ... 419.3 kcal/mol
Lowest unoccupied orbital energy ... 0.006 hartree
Largest force on an atom ... 0.385 Eh/bohr

Copy entry 2 word for word.
A molecular structure, C18H22N2O5S at a distorted geometry, computed with ωB97M-V/def2-TZVPD.

CARTESIAN COORDINATES (ANGSTROEM)
C1 4.4813 3.8502 2.4796
H1 5.2995 3.9262 3.0934
O1 5.0105 3.1440 1.3511
C2 4.1862 2.8846 0.2246
C3 4.8045 2.3142 -1.1186
C4 4.0174 2.1174 -2.0387
C5 2.5850 2.3584 -1.9760
C6 2.1430 2.5742 -0.7897
C7 2.9457 3.0041 0.2918
H2 2.3163 3.4286 1.1503
H3 1.0950 2.7725 -0.4947
O2 2.1203 1.6695 -2.9829
C8 0.5345 1.8382 -3.2548
C9 -0.2243 1.0317 -1.9584
O3 -1.2520 1.2526 -1.7180
N1 0.4424 0.0598 -1.6992
C10 -0.0436 -0.9701 -0.8658
C11 -1.2997 -1.2166 -0.5373
C12 -1.6430 -2.3436 0.5697
C13 -0.6961 -2.7558 1.3381
C14 0.7440 -2.6258 0.9344
C15 1.0902 -1.5115 0.1296
H4 2.1036 -1.4596 -0.0534
H5 1.4062 -2.9262 1.6547
C16 -0.8297 -4.0331 2.4246
H6 -0.9626 -3.3724 3.3553
H7 -2.1019 -4.1411 2.0944
H8 -0.2795 -4.7315 2.4888
S1 -3.4299 -2.2124 0.6524
O4 -4.0853 -2.1688 -0.6437
O5 -3.7275 -3.5785 1.5140
N2 -3.7821 -1.0918 1.4820
C17 -3.8664 0.2372 0.9125
H9 -2.8561 0.6983 0.6593
H10 -4.2380 0.1125 -0.2001
H11 -4.4749 0.9124 1.5939
C18 -3.2507 -1.1550 2.8372
H12 -3.5070 -1.8110 3.3942
H13 -3.8922 -0.3252 3.5601
H14 -2.1824 -0.5501 3.0417
H15 -2.2129 -0.7640 -1.1044
H16 1.4290 0.0949 -1.9122
H17 0.3342 3.0413 -2.9367
H18 0.2285 1.6953 -4.1894
H19 4.6142 1.6194 -2.8555
H20 5.7444 2.2349 -0.9803
H21 3.7757 3.1100 2.8734
H22 3.8470 4.7303 2.1576

Calculated values
HOMO-LUMO gap ... 8.57 eV
Energy above the lowest of the compared OMol25 structures with the same formula, charge and spin ... 419.3 kcal/mol
Lowest unoccupied orbital energy ... 0.006 hartree
Largest force on an atom ... 0.385 Eh/bohr

- Look up the largest force on an atom of the second one.
  0.385 Eh/bohr

- Look up the largest force on an atom of the first one.
  0.304 Eh/bohr